1.
Below is C14H42O14S4Si2 as an isolated structure in a non-equilibrium geometry, with properties calculated with ωB97M-V with the def2-TZVPD basis set.

Last column: Löwdin charge in e.
Geometry (Å):
C 2.702022 -4.370731 -3.803916  -0.140
O 2.834855 -3.233373 -4.615888  -0.241
C 2.760952 -2.044941 -3.851538  -0.326
Si 0.961374 -1.496793 -3.467303  0.575
O 0.003696 -1.774634 -4.870488  -0.479
Si -1.183271 -2.966206 -4.517531  0.530
H 1.767847 -4.400185 -3.223822  0.062
H 2.686734 -5.237543 -4.470941  0.094
H 3.538623 -4.486579 -3.096752  0.092
H 3.182704 -1.247150 -4.484972  0.085
H 3.392985 -2.067590 -2.945364  0.081
H 0.371003 -2.350453 -2.409894  -0.033
H 0.913675 -0.096927 -3.031737  -0.032
H -1.709202 -3.525631 -5.782938  -0.071
H -0.609434 -4.057529 -3.723452  -0.062
H -2.310099 -2.391514 -3.786491  -0.071
O -2.419192 -1.938123 -1.483251  -0.327
S -2.594293 -1.579765 -0.102691  0.585
O -2.348929 -2.522870 0.950578  -0.271
O -4.065158 -0.955928 0.087072  -0.281
C -5.191188 -1.716355 -0.374262  -0.259
C -5.548723 -2.844193 0.576532  -0.069
C -1.685757 -0.101550 0.229829  -0.113
H -5.006691 -2.093419 -1.382662  0.117
H -6.024382 -1.015589 -0.436967  0.113
H -4.772308 -3.609006 0.589585  0.074
H -6.484029 -3.315962 0.272700  0.083
H -5.654163 -2.470988 1.595774  0.075
H -1.914487 0.631820 -0.539018  0.079
H -0.627312 -0.354224 0.207464  0.071
H -1.963472 0.265123 1.215339  0.074
O 3.926898 1.883313 -0.124536  -0.281
S 2.624715 2.488891 -0.176743  0.589
O 1.474107 1.733760 -0.585556  -0.292
O 2.710328 3.828508 -1.055726  -0.258
C 3.274547 3.736833 -2.373953  -0.253
C 2.300035 3.142807 -3.373945  -0.069
C 2.279609 3.263179 1.372254  -0.114
H 4.208977 3.171884 -2.347444  0.115
H 3.522242 4.756565 -2.666682  0.123
H 2.104990 2.091898 -3.158553  0.045
H 2.703012 3.211730 -4.384903  0.084
H 1.343826 3.665342 -3.336343  0.087
H 3.131438 3.875755 1.655012  0.076
H 2.120347 2.474014 2.104127  0.078
H 1.380842 3.866195 1.268860  0.077
O -4.862731 4.350986 1.279099  -0.280
S -5.824222 4.121118 2.321028  0.589
O -5.410540 3.900164 3.677145  -0.278
O -6.794267 2.921329 1.871219  -0.263
C -6.188102 1.688102 1.458884  -0.260
C -5.710631 0.860384 2.636883  -0.061
C -7.036261 5.405383 2.292590  -0.121
H -5.374637 1.882309 0.755981  0.113
H -6.957760 1.137536 0.917592  0.119
H -4.875053 1.343869 3.143536  0.075
H -5.378865 -0.122856 2.302692  0.059
H -6.506949 0.736869 3.371678  0.088
H -7.387631 5.533150 1.272282  0.074
H -6.555843 6.315229 2.645133  0.076
H -7.852384 5.130673 2.956160  0.075
O 5.312314 -3.187588 1.953998  -0.281
S 5.910249 -1.882922 1.889075  0.593
O 7.308647 -1.721405 1.608295  -0.279
O 5.560717 -1.090781 3.245575  -0.267
C 5.863871 -1.729301 4.493152  -0.265
C 7.341793 -1.655777 4.829357  -0.076
C 4.979635 -0.861655 0.789986  -0.131
H 5.510366 -2.762795 4.485425  0.114
H 5.290073 -1.197292 5.251872  0.120
H 7.933082 -2.256886 4.138659  0.071
H 7.521245 -2.025683 5.839756  0.080
H 7.701863 -0.629076 4.757503  0.083
H 3.926005 -0.943516 1.042475  0.075
H 5.155264 -1.221896 -0.221107  0.077
H 5.323549 0.163247 0.884851  0.055

Atoms 1-2, force components in eV/Å:
-0.1 -0.8 0.0
0.0 0.0 0.4

Properties
**Frontier orbital gap**: 9.5 eV
**HOMO**: -9.25 eV
**E**: -102959.19579 eV
**Charge**: 0

***

2.
Below is a 11-piece molecular cluster, C14H42O15 overall in a non-equilibrium geometry, with properties calculated with ωB97M-V with the def2-TZVPD basis set.

Last column: Löwdin charge in e.
Geometry (Å):
C 1.187000 34.976530 10.777540  -0.029
C 0.492450 35.351560 12.001450  -0.363
C -0.369890 36.603450 11.931490  -0.162
O -1.636710 36.247040 12.154280  0.075
C -1.720120 34.872560 12.329020  -0.454
O -2.730110 34.160860 12.455600  0.111
O -0.474970 34.399360 12.254560  0.085
H 1.956760 34.237170 10.998730  0.094
H 1.732810 35.840840 10.399210  0.095
H 0.505770 34.645170 9.993810  0.107
H 1.158440 35.270670 12.860530  0.161
H -0.407080 36.966810 10.904520  0.138
H 0.000400 37.385540 12.594310  0.143
C -6.331240 37.313180 17.625640  -0.012
C -5.047660 36.901540 18.454570  -0.294
C -4.544370 35.535800 18.281160  -0.103
O -3.126780 35.740360 18.106700  0.043
C -2.900390 37.113870 18.022710  -0.563
O -1.798000 37.546680 17.876150  0.161
O -4.048140 37.713440 17.799960  0.087
H -6.588820 38.368680 17.713320  0.080
H -7.193520 36.804280 18.056440  0.077
H -6.311330 37.056920 16.566380  0.085
H -5.171500 37.239750 19.483340  0.156
H -4.880830 35.204780 17.298650  0.140
H -4.729740 34.877160 19.129650  0.143
C -6.264370 30.614130 8.629290  -0.162
O -7.418770 31.287060 9.128550  -0.125
H -5.361270 31.199480 8.802110  0.066
H -6.052200 29.772000 9.287990  0.076
H -6.272200 30.407770 7.559030  0.078
H -7.921720 31.714500 8.431460  0.068
C -18.129700 36.493210 14.100850  -0.163
O -18.464650 37.869200 14.170670  -0.133
H -17.087510 36.397450 13.796250  0.079
H -18.477630 35.887100 14.937310  0.076
H -18.703290 36.105660 13.258900  0.070
H -19.350170 38.108450 13.887490  0.074
C -10.120570 28.605580 18.951530  -0.250
O -10.091720 28.569460 20.279180  -0.079
H -9.121460 28.643130 18.517400  0.072
H -10.740180 27.929390 18.362500  0.089
H -10.393000 29.636420 18.725140  0.079
H -10.282800 27.669010 20.551710  0.089
C -13.953940 33.278060 6.551420  -0.185
O -13.798790 31.945800 6.974830  -0.112
H -14.189980 33.852790 7.447000  0.081
H -13.110030 33.838300 6.148850  0.067
H -14.673310 33.373910 5.738140  0.075
H -13.602500 31.341160 6.255480  0.075
C -5.817210 28.179770 14.328670  -0.167
O -6.643870 29.312240 14.133570  -0.132
H -5.220450 28.392490 15.215650  0.074
H -6.333730 27.260770 14.605700  0.076
H -5.260860 27.984430 13.411930  0.076
H -6.120540 30.104960 13.994600  0.073
C -10.492160 33.925490 12.982970  -0.226
O -10.680780 32.815210 13.714890  -0.100
H -9.513350 34.401360 12.923030  0.084
H -10.838070 33.678950 11.979150  0.074
H -11.248760 34.606630 13.372470  0.081
H -9.928300 32.220100 13.749930  0.088
O -14.577590 39.086160 15.961400  -0.051
H -15.353890 38.692630 15.563010  0.021
H -13.841790 38.618940 15.565750  0.027
O -13.948320 29.300100 15.437630  -0.054
H -13.205080 29.859880 15.212970  0.026
H -14.711390 29.765280 15.094750  0.027
O -11.672470 29.099660 10.576850  -0.052
H -12.092070 29.686610 9.947830  0.025
H -10.772880 29.420340 10.641190  0.025

Atoms 1-2, force components in eV/Å:
1.6 0.2 -1.3
-0.2 0.4 1.2

Properties
**Frontier orbital gap**: 10.1 eV
**HOMO**: -9.89 eV
**E**: -45906.23765 eV
**Charge**: 0
**SMILES**: C[C@H]1COC(=O)O1.C[C@H]1COC(=O)O1.CO.CO.CO.CO.CO.CO.O.O.O

***

3.
Below is a 7-piece molecular cluster, C14H42O7 overall in a non-equilibrium geometry, with properties calculated with ωB97M-V with the def2-TZVPD basis set.

Last column: natural (NBO) charge in e.
Geometry (Å):
C -0.041545 -3.435665 -2.457431  -0.652
C -0.733469 -3.883638 -1.192037  -0.067
O 0.218325 -4.190018 -0.155345  -0.747
H 0.623617 -4.207685 -2.862682  0.206
H 0.628192 -2.591206 -2.273614  0.227
H -0.758077 -3.181312 -3.239010  0.217
H -1.332852 -4.783803 -1.353931  0.167
H -1.374662 -3.097024 -0.797257  0.183
H 0.942173 -4.655838 -0.583944  0.478
C 2.968434 0.332068 -0.956545  -0.645
C 4.293941 0.764094 -1.551108  -0.065
O 4.860624 -0.259566 -2.381727  -0.744
H 2.557344 1.103890 -0.304157  0.220
H 3.104050 -0.582530 -0.374681  0.213
H 2.221723 0.103618 -1.718702  0.215
H 4.995288 0.981206 -0.738027  0.166
H 4.211237 1.700603 -2.105703  0.174
H 5.592571 -0.640023 -1.890743  0.484
C -0.689168 0.149145 -1.341227  -0.642
C -0.841736 1.638672 -1.201073  -0.057
O -0.964424 2.088182 0.151805  -0.749
H -1.652252 -0.303694 -1.089416  0.206
H 0.069084 -0.296614 -0.696738  0.216
H -0.434762 -0.094845 -2.373514  0.212
H -1.760338 1.938969 -1.720026  0.156
H -0.018299 2.183166 -1.659785  0.174
H -1.620948 1.532901 0.591814  0.481
C 1.634411 -0.466416 -4.496066  -0.638
C 2.402543 -1.766910 -4.607718  -0.061
O 3.043745 -2.139433 -3.409030  -0.751
H 0.779097 -0.481868 -3.824577  0.200
H 1.275135 -0.174379 -5.493541  0.213
H 2.282133 0.374724 -4.222558  0.202
H 3.110877 -1.731828 -5.444738  0.158
H 1.709399 -2.574024 -4.863758  0.169
H 3.622768 -1.418121 -3.121368  0.493
C -4.531689 3.451773 1.806565  -0.638
C -4.189163 2.108323 2.455024  -0.065
O -3.874497 1.100201 1.501652  -0.739
H -3.632953 3.951470 1.435425  0.216
H -4.906184 4.115886 2.590441  0.217
H -5.264004 3.368821 1.004906  0.198
H -5.060721 1.802716 3.042544  0.156
H -3.299357 2.237971 3.065576  0.193
H -4.536538 1.099135 0.805017  0.465
C -1.427264 -1.639124 1.951222  -0.639
C -1.104839 -2.788167 2.861591  -0.063
O -1.310035 -4.048013 2.205929  -0.748
H -0.768579 -1.587159 1.080741  0.198
H -1.244095 -0.679763 2.452871  0.206
H -2.468794 -1.660154 1.633913  0.215
H -1.757548 -2.783952 3.731108  0.174
H -0.057881 -2.744427 3.178833  0.153
H -0.720676 -4.071346 1.439616  0.488
C 1.013396 3.956868 4.932929  -0.621
C 0.541675 2.959055 3.890260  -0.054
O -0.679183 3.413680 3.339253  -0.743
H 0.352004 4.004489 5.796412  0.208
H 1.054387 4.938001 4.463550  0.213
H 2.017285 3.661707 5.240231  0.206
H 0.419930 1.937177 4.264282  0.155
H 1.330394 2.920531 3.123873  0.153
H -0.819244 3.039483 2.464367  0.484

Atoms 1-2, force components in eV/Å:
0.5 0.0 -0.2
0.2 -0.3 0.1

Properties
**Frontier orbital gap**: 10.1 eV
**HOMO**: -9.55 eV
**Energy relative to the best compared isomer or geometry (same formula, charge and spin)**: 1.402 eV
**E**: -29530.07315 eV
**Charge**: 0
**SMILES**: CCO.CCO.CCO.CCO.CCO.CCO.CCO